Entry 1:
The following is a DFT calculation (ωB97M-V/def2-TZVPD) of C46H41BN5O4S2TeW as an isolated structure at a distorted geometry.

Geometry as XYZ:
```
101
Properties=species:S:1:pos:R:3:forces:R:3:mulliken_charge:R:1
W -0.042 -0.566 -1.472 1.9 -0.9 0.4 1.166
N -4.474 -0.134 -1.957 1.9 -1.6 -1.1 -0.577
C -3.105 -0.564 -1.922 -2.5 0.7 -1.2 0.594
S -2.253 -0.416 -0.472 0.6 0.2 0.7 -0.332
N -2.640 -1.030 -3.047 -1.2 0.7 0.3 -1.832
N -1.325 -1.232 -2.985 1.4 0.6 2.2 1.267
C -0.778 -1.929 -3.930 0.4 -0.4 -0.6 -0.792
C 0.564 -2.323 -3.844 0.2 1.3 1.0 1.082
C 1.089 -3.089 -4.837 3.1 -2.2 0.6 -0.936
C 2.362 -3.759 -4.571 -1.9 3.3 -0.1 -0.468
C 3.115 -3.281 -3.469 -1.5 0.7 -0.4 -0.827
C 2.563 -2.227 -2.658 0.2 -1.9 -0.7 -0.167
N 1.290 -1.843 -2.765 -0.1 -0.8 -0.3 -0.096
H -4.685 0.527 -1.260 -0.2 0.8 0.7 0.255
H -4.659 0.174 -2.907 -0.3 0.0 0.3 0.249
H -1.369 -2.230 -4.749 -0.7 -0.4 -0.8 0.440
H 0.466 -3.186 -5.701 0.1 -0.6 -0.5 0.426
H 2.805 -4.326 -5.358 0.2 -0.7 -0.1 0.428
H 4.104 -3.692 -3.317 0.0 0.3 0.3 0.383
H 3.147 -1.782 -1.871 0.0 0.2 0.2 0.605
C -0.307 -1.304 8.176 -1.0 -0.7 -1.2 -1.732
C -0.740 -1.556 6.684 0.0 0.9 2.5 0.620
C -0.807 -2.862 6.283 0.3 -0.9 -1.0 -0.957
C -1.038 -3.233 4.969 0.3 0.9 -0.4 0.924
C -1.159 -4.682 4.586 -0.1 0.4 0.9 -1.930
C -1.135 -2.184 4.036 1.0 0.0 -0.4 0.110
Te -1.472 -2.789 1.993 0.5 0.2 0.8 0.785
N 0.432 -1.661 0.297 -1.4 -0.8 0.0 -0.584
C 1.459 -0.996 0.704 0.3 1.1 -0.7 0.378
O 1.994 -0.196 -0.201 -1.0 -0.8 0.8 -0.728
C 1.917 -1.095 2.129 0.4 1.2 -0.2 0.400
C 2.066 -2.335 2.716 0.0 0.3 -0.1 -0.533
C 2.542 -2.480 3.995 0.5 -0.9 0.9 -0.409
C 2.860 -1.358 4.749 -1.1 0.0 -1.7 -0.722
C 2.605 -0.117 4.218 0.3 1.6 -0.8 -0.550
C 2.173 0.056 2.881 0.0 -0.2 0.3 -0.577
C -3.534 -2.558 2.408 -0.1 -1.5 -2.5 1.060
C -4.009 -1.917 3.515 1.4 0.9 0.6 -0.266
C -5.275 -1.394 3.484 -1.2 -0.3 0.4 -0.677
C -6.142 -1.670 2.447 1.2 -1.7 -0.7 -1.018
C -5.707 -2.548 1.431 -0.2 0.2 -1.9 -0.478
C -4.398 -2.987 1.328 1.1 0.2 0.8 0.311
C -3.856 -3.825 0.111 -0.2 2.2 2.0 -1.870
C -1.009 -0.825 4.402 -1.2 -0.4 0.5 1.368
C -1.246 0.271 3.385 -1.2 -0.7 -0.3 -1.300
C -0.945 -0.536 5.791 0.3 -0.1 -1.4 -1.047
H -0.092 -0.270 8.413 0.2 0.1 -0.2 0.373
H 0.569 -1.926 8.195 0.8 0.1 0.7 0.395
H -0.995 -1.693 8.952 0.1 0.1 -0.7 0.325
H -0.539 -3.662 6.932 -0.1 -0.4 0.8 0.372
H -0.891 -5.314 5.450 -0.1 0.1 -0.5 0.450
H -0.553 -4.916 3.724 0.2 -0.3 -0.2 0.332
H -2.203 -4.836 4.338 -0.2 -0.4 -0.2 0.332
H 1.801 -3.160 2.112 -0.1 -1.1 -0.4 0.652
H 2.715 -3.485 4.410 -0.2 0.5 -0.2 0.339
H 3.208 -1.368 5.725 0.7 -0.5 1.7 0.559
H 2.872 0.740 4.859 -0.4 -0.2 -0.6 0.359
H 1.964 1.024 2.395 0.4 -0.4 0.5 0.595
H -3.295 -1.697 4.342 -1.0 -0.1 -0.7 0.468
H -5.620 -0.861 4.342 -0.3 0.5 0.4 0.454
H -7.156 -1.391 2.437 -1.0 0.7 0.1 0.466
H -6.299 -2.784 0.503 0.0 0.3 1.4 0.274
H -4.624 -4.181 -0.500 -1.4 -0.5 -0.8 0.531
H -3.283 -4.650 0.445 0.7 -0.9 0.4 0.415
H -3.239 -3.180 -0.495 0.4 0.2 -0.3 0.321
H -1.868 -0.161 2.546 1.1 0.6 0.5 -0.100
H -0.304 0.702 3.038 -0.4 0.1 -0.1 0.260
H -1.942 1.024 3.785 0.6 0.1 0.1 0.457
H -1.009 0.482 6.145 0.2 0.2 -0.1 0.458
C 6.264 4.152 -6.237 -0.1 -0.9 -0.8 -0.880
C 5.886 5.429 -6.914 -2.3 -1.0 0.3 0.600
O 6.566 6.132 -7.573 1.2 0.7 -0.5 -0.505
S 4.125 5.910 -6.799 -0.2 -0.3 0.0 -0.107
C 3.261 4.587 -5.939 1.3 -0.4 -1.2 -0.784
C 2.993 4.705 -4.631 -0.8 0.6 2.6 -0.118
C 2.280 3.748 -3.914 0.2 -0.1 1.7 -0.401
C 1.925 2.532 -4.468 -0.4 1.4 -0.9 0.136
C 2.175 2.448 -5.854 0.0 -1.8 0.9 -0.732
C 2.926 3.367 -6.520 -0.1 0.8 -0.9 -0.015
C 1.291 1.570 -3.636 -0.5 -1.9 1.7 0.156
C 0.891 0.793 -2.747 0.5 1.7 -2.3 -0.745
H 6.223 3.280 -6.971 0.0 1.2 0.8 0.236
H 5.621 3.912 -5.386 0.3 0.1 -0.1 0.287
H 7.284 4.321 -5.966 0.7 -0.3 0.4 0.355
H 3.356 5.532 -4.057 0.0 0.7 0.0 0.412
H 2.042 3.883 -2.836 0.4 0.2 -0.9 0.375
H 1.845 1.538 -6.321 0.1 -0.2 -0.4 0.477
H 3.285 3.197 -7.515 -0.3 -0.2 -0.6 0.501
O -1.310 2.308 -1.875 -0.1 0.1 0.1 -0.701
B -0.166 1.613 -1.386 -1.2 0.4 -0.2 1.928
O 0.555 2.488 -0.577 1.3 -0.4 0.6 -0.909
C -0.048 3.688 -0.599 -1.7 -0.1 -1.2 0.536
C 0.302 4.878 -0.072 -1.1 2.1 1.0 -0.835
C -0.629 5.975 -0.174 1.3 -0.4 -0.5 -0.710
C -1.753 5.842 -0.960 0.4 -1.1 0.0 -0.527
C -2.101 4.629 -1.578 0.9 -0.3 0.4 -0.924
C -1.233 3.577 -1.377 0.2 0.0 0.0 0.554
H 1.162 5.093 0.519 0.7 -0.4 0.2 0.533
H -0.298 6.937 0.265 -0.5 -0.7 -0.4 0.329
H -2.395 6.622 -1.222 -0.8 1.5 0.2 0.444
H -2.983 4.568 -2.194 0.0 -0.2 -0.1 0.503
```
Positions in Å, forces in eV/Å.

Output
* spin multiplicity: 4
* HOMO energy (alpha / beta): -0.2301 / -0.2718 hartree
* relative energy (zero: lowest compared OMol25 entry of this formula, charge and spin): 56.4 kcal/mol
* net charge: 0

=====

Entry 2:
The following is a DFT calculation (ωB97M-V/def2-TZVPD) of a 2-piece molecular cluster, C6H12 overall.

Geometry as XYZ:
```
18
Properties=species:S:1:pos:R:3:forces:R:3:mulliken_charge:R:1
C 0.537 1.706 0.254 0.0 0.1 0.0 -1.597
C 0.529 0.234 -0.148 0.2 0.0 0.0 1.932
C 1.940 -0.328 -0.238 0.0 0.0 0.0 -1.620
C -0.489 -0.556 0.656 -0.1 -0.1 0.0 -0.942
C -1.376 -0.615 -0.340 0.0 -0.1 0.1 -0.281
C -0.436 -0.013 -1.359 0.0 0.1 -0.2 -1.070
H 1.068 2.313 -0.488 0.0 -0.1 0.1 0.372
H -0.493 2.069 0.327 0.1 0.0 0.0 0.398
H 1.016 1.851 1.230 0.0 0.0 -0.1 0.371
H 2.530 0.202 -0.995 -0.1 0.0 0.1 0.371
H 1.932 -1.392 -0.495 0.0 0.1 0.0 0.401
H 2.456 -0.218 0.725 -0.1 0.0 -0.2 0.370
H -0.463 -0.916 1.682 -0.1 0.2 -0.1 0.383
H -2.738 -1.430 1.976 -0.1 0.0 0.1 -0.043
H -2.406 -0.951 -0.416 0.2 -0.1 0.0 0.318
H -2.795 -2.070 1.609 -0.1 -0.1 0.1 0.053
H -0.766 0.873 -1.916 0.1 -0.1 0.1 0.295
H -0.046 -0.759 -2.062 0.0 0.2 0.1 0.288
```
Positions in Å, forces in eV/Å.

Output
* HOMO energy: -0.3430 hartree
* SMILES string: CC1(C)C=CC1.[H][H]
* relative energy (zero: lowest compared OMol25 entry of this formula, charge and spin): 61.6 kcal/mol
* net charge: 0

=====

Entry 3:
The following is a DFT calculation (ωB97M-V/def2-TZVPD) of one molecule with the formula C4H8FOP at a distorted geometry.

Geometry as XYZ:
```
15
Properties=species:S:1:pos:R:3:forces:R:3:mulliken_charge:R:1
C -1.395 -0.433 -0.658 1.9 0.4 0.8 -0.072
C -0.342 -0.179 0.197 -3.9 0.4 -1.8 -0.173
C -2.392 0.471 -1.273 2.2 0.5 0.2 -1.129
C 2.246 0.097 0.987 3.0 -3.9 0.5 -0.526
O 3.301 0.653 0.063 -0.6 -2.4 4.8 -0.478
F -0.065 -1.896 2.162 1.9 1.1 -2.2 -0.406
P 0.730 -1.443 0.579 1.7 -1.1 2.0 0.163
H -1.486 -1.410 -1.009 0.3 -1.8 -0.6 0.372
H -0.281 0.715 0.770 -0.1 1.0 0.0 0.385
H -2.594 1.102 -0.462 -1.2 1.6 0.7 0.320
H -3.213 0.014 -1.754 -1.0 -0.6 -0.1 0.343
H -1.841 1.030 -2.036 -0.2 0.2 0.0 0.273
H 2.991 0.840 -0.772 -1.6 0.5 -2.9 0.278
H 1.572 0.800 1.249 -1.7 2.7 0.9 0.344
H 2.768 -0.363 1.957 -0.8 1.3 -2.4 0.306
```
Positions in Å, forces in eV/Å.

Output
* HOMO energy: -0.3341 hartree
* SMILES string: C/C=C/P(F)CO
* relative energy (zero: lowest compared OMol25 entry of this formula, charge and spin): 90.6 kcal/mol
* net charge: 0

=====

Entry 4:
The following is a DFT calculation (ωB97M-V/def2-TZVPD) of a 2-piece molecular cluster, C3H4FO2 overall at a distorted geometry.

Geometry as XYZ:
```
10
Properties=species:S:1:pos:R:3:forces:R:3:mulliken_charge:R:1
C 1.596 0.902 1.059 1.3 -3.4 -0.3 -0.055
C -0.978 0.338 -0.712 1.2 3.6 0.9 0.723
C -0.970 -1.067 -0.780 -2.0 -1.4 -0.3 -0.095
O -1.163 1.437 -0.590 -0.2 -1.0 -0.6 -0.039
O 0.978 0.057 0.440 0.0 0.6 0.0 -0.471
F -2.068 -1.206 0.095 0.4 -0.9 -0.9 -0.198
H 2.574 0.582 1.439 0.1 0.5 0.2 0.276
H 1.220 1.836 1.262 -1.0 2.6 0.4 0.259
H -1.095 -1.372 -1.829 -0.6 -0.3 0.2 0.298
H -0.095 -1.508 -0.384 0.9 -0.4 0.5 0.303
```
Positions in Å, forces in eV/Å.

Output
* HOMO energy: -0.5775 hartree
* relative energy (zero: lowest compared OMol25 entry of this formula, charge and spin): 7.1 kcal/mol
* net charge: +1

=====

Which DFT total energy belongs to each record? In order, -3508.4712, -235.7201, -673.5572, -366.6764 Ha.